Entry 1:
C5H12N2O | wB97M-V/def2-TZVPD

```
20
C5H12N2O (wB97M-V/def2-TZVPD)
H -1.49 1.28 -1.01
C -1.48 0.08 0.77
C -0.86 1.17 -0.13
C 0.53 0.89 -0.71
H -0.78 2.13 0.38
O 1.22 1.79 -1.15
H -3.61 0.41 1.22
H -2.61 1.70 1.82
H 2.37 -2.18 0.26
H 3.78 -1.78 -0.41
N 2.79 -1.90 -0.61
H -0.72 -0.30 1.44
N 0.91 -0.41 -0.71
C 2.18 -0.83 -1.33
H 0.26 -1.13 -0.44
H 1.95 -1.10 -2.37
H -2.63 0.19 2.60
H 2.73 0.06 -1.37
C -2.63 0.63 1.62
H -1.91 -0.68 0.12
```

Computed properties:
LUMO energy   0.8270 eV
HOMO level   -9.41 eV
Gap between HOMO and LUMO   10.233 eV
DFT total energy   -10407.431 eV
SMILES   CCCC(=O)NCN
Energy relative to the best compared isomer or geometry (same formula, charge and spin)   95.8 kJ/mol
Net charge   0

***

Entry 2:
C5H12N2O | wB97M-V/def2-TZVPD

```
20
C5H12N2O (wB97M-V/def2-TZVPD)
H -1.91 -0.88 1.67
H -0.70 -2.20 1.96
H -0.26 1.19 0.88
H 0.77 2.02 -2.85
H 0.84 -1.13 0.44
C -0.36 0.61 -0.03
C 1.97 0.87 -0.92
H -0.77 1.51 -2.43
H 2.63 1.23 -1.70
O -0.30 -0.35 2.72
H -1.37 0.85 -0.36
H 2.50 0.46 -0.08
C -0.85 -1.16 1.68
N 0.13 1.82 -2.09
C 0.66 1.10 -1.02
C -0.22 -0.87 0.35
H -1.79 -1.86 -0.52
N -0.79 -1.79 -0.64
H -0.57 -1.48 -1.57
H 0.66 -0.40 2.67
```

Computed properties:
LUMO energy   0.9404 eV
HOMO level   -8.31 eV
Gap between HOMO and LUMO   9.249 eV
DFT total energy   -10406.565 eV
SMILES   C=C(N)C[C@H](N)CO
Energy relative to the best compared isomer or geometry (same formula, charge and spin)   179.3 kJ/mol
Net charge   0